(1)
DFT (ωB97M-V with the def2-TZVPD basis set) results for C35H34AsBF5O3P2S4Ti as an isolated structure.

Structure (ORCA input):
```
! RIJCOSX wB97M-V def2-TZVPD def2/J DEFGRID3
* xyz -1 1
Ti 1.00 -0.40 2.45
O -1.42 1.85 -0.34
P -1.17 1.09 -1.59
C -1.40 -0.71 -1.35
P -0.04 -1.70 -0.67
O 0.63 -1.11 0.53
C 1.13 -1.99 -1.98
C 0.74 -2.49 -3.23
C 1.70 -2.77 -4.18
C 3.05 -2.55 -3.89
C 3.43 -2.06 -2.66
C 2.47 -1.77 -1.69
C -0.82 -3.27 -0.26
C -0.46 -4.48 -0.85
C -1.06 -5.66 -0.42
C -2.00 -5.63 0.59
C -2.33 -4.43 1.21
C -1.74 -3.25 0.78
C -2.35 1.46 -2.92
C -3.65 0.97 -2.83
C -4.59 1.31 -3.80
C -4.23 2.14 -4.85
C -2.94 2.64 -4.94
C -2.00 2.30 -3.97
C 0.47 1.29 -2.29
C 0.83 0.77 -3.53
C 2.14 0.89 -3.97
C 3.09 1.50 -3.15
C 2.73 2.02 -1.92
C 1.41 1.93 -1.49
H -1.66 -1.18 -2.30
H -2.25 -0.84 -0.68
H -0.30 -2.67 -3.45
H 1.41 -3.16 -5.14
H 3.80 -2.78 -4.64
H 4.48 -1.89 -2.42
H 2.78 -1.38 -0.73
H 0.30 -4.51 -1.62
H -0.77 -6.60 -0.88
H -2.44 -6.55 0.94
H -3.02 -4.42 2.04
H -1.96 -2.33 1.30
H -3.94 0.34 -2.01
H -5.60 0.93 -3.72
H -4.96 2.40 -5.60
H -2.66 3.29 -5.75
H -0.99 2.69 -4.04
H 0.09 0.28 -4.16
H 2.42 0.48 -4.93
H 4.12 1.55 -3.48
H 3.47 2.46 -1.27
H 1.11 2.35 -0.54
S -1.80 -1.10 4.99
As 0.28 -1.97 5.02
S 1.66 -0.28 4.75
S 0.59 -2.90 3.11
S 0.39 -3.09 6.77
F -0.34 6.07 4.53
C 0.20 4.96 3.95
C -0.24 4.56 2.71
C 0.31 3.43 2.14
C 1.31 2.70 2.77
C 1.92 1.48 2.17
C 1.74 3.15 4.02
C 1.19 4.27 4.63
H -1.03 5.12 2.22
H -0.08 3.08 1.19
H 2.95 1.35 2.50
H 1.94 1.53 1.08
H 2.52 2.60 4.54
H 1.52 4.61 5.60
C -3.04 0.05 2.82
C -1.76 0.20 3.64
C -1.69 1.57 4.30
O -0.66 0.04 2.80
H -3.91 0.18 3.45
H -3.08 -0.95 2.39
H -3.03 0.80 2.03
H -2.51 1.68 5.02
H -1.77 2.34 3.53
H -0.74 1.68 4.82
F 4.89 -1.88 0.99
B 4.29 -0.70 1.36
F 2.93 -1.04 1.82
F 4.10 0.14 0.25
F 4.94 -0.04 2.38
*
```

Values from the calculation:
ΔE to the lowest compared entry with this formula, charge and spin   0.0 kcal per mole
HOMO   -5.07 eV
Maximum force   0.012 Eh/bohr
Total energy   -7465.34405 hartree
Kohn-Sham gap   6.817 eV

Results of the Mulliken charge analysis, in e, for atoms 1 through 8: atom 1 (Ti): 1.0808, atom 2 (O): -0.7524, atom 3 (P): 1.2285, atom 4 (C): -1.4269, atom 5 (P): -0.4985, atom 6 (O): 1.5124, atom 7 (C): 0.9124, atom 8 (C): -0.6540

***

(2)
DFT (ωB97M-V with the def2-TZVPD basis set) results for C14H34BiN3OPS4 as an isolated structure.

Structure (ORCA input):
```
! RIJCOSX wB97M-V def2-TZVPD def2/J DEFGRID3
* xyz 3 1
Bi -0.20 1.34 -0.63
C -1.31 3.49 -3.65
C -2.02 2.16 -3.85
S -2.60 1.49 -2.26
C -2.89 -0.26 -2.62
C -1.69 -1.05 -3.10
S -0.29 -1.08 -1.92
C 1.14 -1.03 -3.06
C 2.41 -0.61 -2.36
S 2.42 1.02 -1.56
C 2.64 2.21 -2.93
C 1.41 2.60 -3.74
S 0.21 3.43 -2.66
H -1.95 4.21 -3.14
H -1.06 3.92 -4.62
H -1.37 1.44 -4.36
H -2.90 2.32 -4.48
H -3.68 -0.33 -3.38
H -3.31 -0.68 -1.70
H -1.31 -0.68 -4.05
H -1.97 -2.10 -3.24
H 0.89 -0.38 -3.90
H 1.25 -2.05 -3.44
H 3.24 -0.61 -3.07
H 2.68 -1.31 -1.56
H 3.41 1.78 -3.58
H 3.09 3.09 -2.45
H 0.96 1.75 -4.24
H 1.73 3.32 -4.51
C -2.20 -1.34 1.36
N -1.42 -1.17 2.58
C -1.81 -2.08 3.67
P 0.07 -0.48 2.59
O 0.10 0.39 1.29
N 0.20 0.31 3.98
C 1.49 0.70 4.56
C -0.94 0.94 4.66
N 1.37 -1.47 2.50
C 2.00 -1.83 1.24
C 1.67 -2.41 3.59
H -3.21 -1.63 1.64
H -1.80 -2.11 0.69
H -2.30 -0.39 0.82
H -2.86 -1.91 3.92
H -1.22 -1.87 4.56
H -1.68 -3.12 3.39
H 2.32 0.27 4.01
H 1.54 0.36 5.60
H 1.58 1.79 4.55
H -1.88 0.67 4.18
H -0.83 2.03 4.63
H -0.96 0.62 5.70
H 2.03 -0.96 0.58
H 1.49 -2.66 0.73
H 3.03 -2.13 1.43
H 1.20 -2.07 4.52
H 2.75 -2.44 3.75
H 1.32 -3.41 3.36
*
```

Values from the calculation:
HOMO   -17.00 eV
Maximum force   0.006 Eh/bohr
Total energy   -2941.16923 hartree
Kohn-Sham gap   6.665 eV

Results of the natural (NBO) charge analysis, in e, for atoms 1 through 8: atom 1 (Bi): 1.6125, atom 2 (C): -0.5436, atom 3 (C): -0.5335, atom 4 (S): 0.2946, atom 5 (C): -0.5555, atom 6 (C): -0.5235, atom 7 (S): 0.3004, atom 8 (C): -0.5221

***

(3)
DFT (ωB97M-V with the def2-TZVPD basis set) results for C13H20LuNO4SSe2 as an isolated structure at a distorted geometry.

Structure (ORCA input):
```
! RIJCOSX wB97M-V def2-TZVPD def2/J DEFGRID3
* xyz 2 1
Lu -0.31 -1.27 0.32
O -1.81 -0.86 1.98
C -1.76 0.51 2.50
C -0.36 0.93 3.03
C -0.57 2.23 3.83
O 0.66 2.57 4.36
C 0.75 1.23 1.95
Se 0.19 1.23 0.08
C 0.14 -0.14 4.11
Se 1.64 -1.24 3.70
H -2.69 -1.14 1.80
H -2.40 0.58 3.38
H -2.17 1.18 1.75
H -1.35 2.10 4.58
H -0.95 3.01 3.15
H 0.55 3.30 4.98
H 1.60 0.55 2.05
H 1.08 2.20 2.22
H -0.57 -0.95 4.24
H 0.42 0.34 5.04
C 2.48 1.96 -3.61
C 1.32 0.99 -3.32
C 1.71 -0.32 -2.94
C 0.85 -1.37 -2.75
C -0.56 -1.05 -2.91
C -0.97 0.21 -3.32
C -0.03 1.25 -3.47
S -1.87 -2.11 -2.50
C -1.43 -3.65 -3.22
O -1.51 -2.37 -1.00
H 2.10 2.99 -3.75
H 3.08 1.64 -4.47
H 3.14 1.93 -2.70
H 2.76 -0.54 -2.90
H 1.25 -2.36 -2.52
H -2.00 0.49 -3.48
H -0.40 2.20 -3.81
H -0.38 -3.87 -2.92
H -1.43 -3.56 -4.27
H -2.16 -4.37 -2.92
O 1.07 -2.75 1.56
N 0.91 -1.69 2.17
*
```

Values from the calculation:
ΔE to the lowest compared entry with this formula, charge and spin   0.0 kcal per mole
HOMO (alpha / beta)   -14.48 / -14.48 eV
Maximum force   0.043 Eh/bohr
Total energy   -7299.06054 hartree
Kohn-Sham gap (alpha / beta)   6.283 / 6.279 eV

Results of the natural (NBO) charge analysis, in e, for atoms 1 through 8: atom 1 (Lu): 1.9173, atom 2 (O): -0.7879, atom 3 (C): -0.0850, atom 4 (C): -0.0918, atom 5 (C): -0.0675, atom 6 (O): -0.7247, atom 7 (C): -0.5758, atom 8 (Se): -0.3380

***

(4)
DFT (ωB97M-V with the def2-TZVPD basis set) results for C45H34LuN3O5S as an isolated structure at a distorted geometry.

Structure (ORCA input):
```
! RIJCOSX wB97M-V def2-TZVPD def2/J DEFGRID3
* xyz 0 1
Lu -0.74 -0.27 0.53
C -0.06 -3.26 -3.12
C 1.16 -3.85 -2.82
C 1.73 -3.58 -1.58
C 1.10 -2.73 -0.68
C -0.11 -2.06 -0.97
C -0.65 -2.38 -2.23
C 1.68 -2.57 0.67
C 2.29 -3.68 1.31
C 2.77 -3.56 2.58
C 2.67 -2.32 3.24
C 3.14 -2.10 4.56
C 3.00 -0.88 5.15
C 2.40 0.18 4.45
C 1.94 0.00 3.18
C 2.05 -1.26 2.54
N 1.55 -1.40 1.28
H -0.54 -3.49 -4.07
H 1.66 -4.49 -3.53
H 2.70 -4.01 -1.34
H -1.60 -1.93 -2.53
H 2.34 -4.62 0.79
H 3.21 -4.40 3.10
H 3.62 -2.92 5.08
H 3.35 -0.73 6.17
H 2.29 1.14 4.94
H 1.47 0.80 2.61
S -2.30 4.21 1.67
C -0.89 4.06 2.62
C -0.22 2.91 2.36
C -0.80 2.05 1.37
C -1.95 2.65 0.91
C -2.87 2.16 -0.12
C -3.92 2.94 -0.62
C -4.73 2.44 -1.62
C -4.50 1.16 -2.09
C -3.46 0.44 -1.53
N -2.65 0.92 -0.59
H -0.65 4.83 3.34
H 0.70 2.69 2.90
H -4.10 3.92 -0.21
H -5.52 3.04 -2.03
H -5.10 0.72 -2.87
H -3.26 -0.58 -1.85
C 3.18 3.59 -4.34
O 2.67 3.47 -3.03
C 3.05 2.38 -2.30
C 3.92 1.41 -2.76
C 4.29 0.35 -1.95
C 3.80 0.26 -0.66
C 2.92 1.22 -0.19
C 2.52 2.27 -1.00
N 1.60 3.23 -0.50
C 0.49 3.70 -1.06
C -0.24 3.16 -2.13
C -0.94 4.08 -2.97
C -1.52 3.67 -4.13
C -1.47 2.30 -4.49
C -0.93 1.37 -3.66
C -0.35 1.73 -2.40
O 0.04 0.86 -1.58
H 2.77 4.52 -4.73
H 2.85 2.76 -4.97
H 4.27 3.64 -4.35
H 4.32 1.48 -3.77
H 4.95 -0.41 -2.34
H 4.07 -0.57 -0.03
H 2.50 1.14 0.80
H 1.83 3.60 0.41
H 0.17 4.66 -0.66
H -0.92 5.13 -2.69
H -1.98 4.39 -4.80
H -1.89 2.00 -5.44
H -0.92 0.32 -3.91
O -1.79 -3.61 1.03
C -2.51 -3.77 2.17
C -3.07 -4.97 2.57
C -3.76 -5.04 3.77
C -3.87 -3.92 4.58
C -3.30 -2.72 4.18
C -2.63 -2.63 2.97
C -2.04 -1.37 2.38
O -0.88 -1.01 2.69
O -2.71 -0.79 1.48
H -1.73 -4.44 0.53
H -2.98 -5.85 1.93
H -4.21 -5.97 4.07
H -4.40 -3.98 5.52
H -3.38 -1.83 4.80
*
```

Values from the calculation:
ΔE to the lowest compared entry with this formula, charge and spin   24.5 kcal per mole
HOMO   -7.62 eV
Maximum force   0.031 Eh/bohr
Total energy   -3909.50474 hartree
Kohn-Sham gap   7.304 eV

Results of the Mulliken charge analysis, in e, for atoms 1 through 8: atom 1 (Lu): 1.9585, atom 2 (C): -0.9315, atom 3 (C): -0.8435, atom 4 (C): -0.8710, atom 5 (C): 1.3410, atom 6 (C): 0.8058, atom 7 (C): -0.9987, atom 8 (C): 0.6640

***

(5)
DFT (ωB97M-V with the def2-TZVPD basis set) results for C11H86NO31 as an isolated structure at a distorted geometry.

Structure (ORCA input):
```
! RIJCOSX wB97M-V def2-TZVPD def2/J DEFGRID3
* xyz 1 1
C -1.92 2.95 -1.38
C -1.14 2.24 -0.26
C -0.64 0.80 -0.57
C 0.06 0.07 0.49
N 0.49 -1.34 0.20
C -0.51 -2.39 0.57
C -0.61 -2.64 2.07
C 0.75 -2.07 2.53
C 1.49 -1.71 1.29
C 1.05 -1.51 -1.17
C 2.36 -0.86 -1.55
C 2.43 -0.33 -2.96
H -1.21 2.80 -2.33
H -2.21 4.06 -1.07
H -2.85 2.34 -1.74
H -1.85 2.28 0.53
H -0.30 2.79 0.14
H -0.11 0.92 -1.56
H -1.66 0.26 -0.66
H -0.55 0.31 1.30
H 0.99 0.68 0.65
H -0.34 -3.37 0.11
H -1.49 -2.03 0.30
H -0.84 -3.54 2.58
H -1.15 -1.76 2.45
H 1.37 -2.72 3.16
H 0.47 -1.28 3.21
H 1.96 -2.76 0.92
H 2.09 -1.02 1.46
H 0.12 -1.46 -1.93
H 1.31 -2.52 -1.11
H 3.22 -1.51 -1.23
H 2.61 0.03 -0.95
H 2.25 -1.07 -3.64
H 3.33 0.24 -3.14
H 1.61 0.46 -3.18
O -0.25 -0.66 6.56
H 0.14 -0.07 5.77
H 0.18 -1.65 6.33
O -3.36 7.22 -0.40
H -2.63 6.61 -0.07
H -4.16 7.03 0.08
O 3.10 -0.80 -5.91
H 2.44 -0.61 -6.55
H 2.46 -1.38 -5.53
O -3.36 1.76 -4.88
H -3.89 0.97 -5.04
H -4.03 1.88 -4.06
O 1.01 -3.03 5.92
H 1.96 -3.21 6.01
H 0.42 -3.75 5.57
O 3.54 2.49 0.42
H 4.21 3.19 0.19
H 3.05 2.76 -0.23
O 1.87 3.29 2.47
H 2.46 3.03 1.63
H 2.45 3.63 3.01
O -4.74 3.44 -3.06
H -5.33 3.57 -3.82
H -5.43 3.36 -2.43
O -1.44 -5.64 -0.83
H -0.99 -6.29 -1.51
H -2.25 -5.98 -0.78
O 3.83 -2.91 3.92
H 4.58 -2.74 3.37
H 3.60 -3.88 3.48
O -1.11 6.28 -3.44
H -1.98 6.18 -3.15
H -0.37 5.98 -2.80
O 0.57 1.50 -4.25
H 0.19 2.40 -4.58
H -0.04 0.78 -3.76
O -3.53 3.18 2.17
H -3.05 3.82 2.58
H -4.31 3.64 2.32
O -3.16 -3.70 4.23
H -3.09 -3.52 5.13
H -3.84 -3.16 3.98
O 0.70 1.05 4.62
H 0.93 1.81 5.16
H 1.44 0.90 4.04
O -1.47 -0.46 -3.75
H -1.74 0.44 -4.12
H -2.07 -0.53 -3.15
O 4.30 0.78 1.17
H 4.99 0.58 0.57
H 3.84 1.42 0.72
O 3.57 2.43 -4.23
H 3.68 2.82 -5.16
H 2.90 1.69 -4.42
O 0.54 -1.89 -5.09
H 0.38 -2.76 -4.69
H -0.09 -1.44 -4.70
O -0.14 -3.99 -2.58
H 0.83 -4.54 -2.57
H -0.78 -4.52 -2.25
O 0.30 5.48 -1.51
H -0.14 5.87 -0.63
H 1.19 5.90 -1.67
O -0.57 -5.08 4.84
H -1.19 -4.84 4.20
H 0.06 -5.83 4.57
O 3.24 0.15 3.58
H 3.59 0.46 2.77
H 3.31 -0.80 3.87
O -3.67 -0.97 2.13
H -4.14 -0.30 1.49
H -4.43 -1.18 2.69
O -3.51 -3.33 -2.31
H -3.39 -2.35 -2.52
H -3.43 -3.44 -1.37
O 6.13 -0.59 -0.45
H 6.84 -0.25 0.06
H 5.76 -1.36 -0.25
O -4.63 0.92 1.27
H -4.99 1.34 0.50
H -3.96 1.61 1.65
O -0.81 4.39 2.55
H -0.67 4.46 3.44
H 0.08 4.07 2.30
O -4.02 -3.40 0.45
H -3.73 -4.19 0.85
H -3.83 -2.60 1.08
O 2.68 -5.48 0.22
H 3.36 -5.64 1.05
H 1.75 -5.98 0.33
O 1.55 2.74 -1.82
H 1.41 3.50 -1.68
H 1.83 2.59 -2.80
*
```

Values from the calculation:
ΔE to the lowest compared entry with this formula, charge and spin   112.6 kcal per mole
HOMO   -10.59 eV
Maximum force   0.352 Eh/bohr
Total energy   -2857.13566 hartree
Kohn-Sham gap   7.881 eV

Results of the Mulliken charge analysis, in e, for atoms 1 through 8: atom 1 (C): -0.4230, atom 2 (C): -0.8805, atom 3 (C): 2.7904, atom 4 (C): -1.2643, atom 5 (N): 1.6146, atom 6 (C): -0.2432, atom 7 (C): -0.6371, atom 8 (C): 0.2305

***

(6)
DFT (ωB97M-V with the def2-TZVPD basis set) results for C2H40O20Sn as an isolated structure at a distorted geometry.

Structure (ORCA input):
```
! RIJCOSX wB97M-V def2-TZVPD def2/J DEFGRID3
* xyz 0 1
Sn -1.79 2.62 -2.12
O 0.13 1.79 -0.76
C 0.04 0.37 -0.61
C 0.49 -0.21 0.81
O 0.09 -1.57 1.08
H 0.51 -0.12 -1.40
H -0.96 0.20 -0.68
H 0.19 0.37 1.60
H 1.55 -0.13 0.99
O -0.50 0.85 -3.80
H -0.94 1.16 -4.57
H 0.37 0.70 -4.04
O -1.53 -3.99 1.11
H -1.15 -3.15 0.77
H -1.54 -4.41 0.22
O 2.66 -0.90 3.48
H 1.77 -1.22 3.50
H 2.50 -0.09 3.02
O -3.11 0.24 -2.98
H -3.45 -0.31 -2.27
H -3.90 0.79 -3.24
O -0.58 -2.77 -1.40
H -0.15 -2.15 -0.80
H -0.50 -2.51 -2.35
O -3.51 1.57 -0.18
H -4.05 2.34 -0.05
H -4.20 0.92 -0.30
O -0.95 -1.91 -4.03
H -0.36 -2.01 -4.77
H -0.75 -0.96 -3.86
O -1.26 2.23 1.80
H -0.92 1.86 0.91
H -2.00 2.80 1.55
O 3.04 -2.05 0.13
H 2.34 -1.51 0.46
H 3.80 -1.46 0.08
O 0.20 4.72 -1.23
H 0.79 4.58 -0.42
H 0.39 5.59 -1.48
O -2.58 -0.93 1.20
H -1.64 -1.13 1.21
H -2.64 0.01 1.09
O 2.45 1.30 -1.99
H 1.57 1.46 -1.52
H 3.03 0.91 -1.33
O 1.71 1.74 2.95
H 1.26 1.44 2.15
H 2.43 2.35 2.70
O -0.14 -1.15 3.71
H -0.50 -2.00 3.91
H -0.10 -1.34 2.77
O 2.38 3.10 0.14
H 3.14 2.81 -0.32
H 1.66 2.61 -0.18
O 2.00 -1.60 -2.57
H 1.60 -0.79 -2.24
H 2.47 -1.94 -1.80
O 1.34 -3.95 1.89
H 1.02 -3.19 1.45
H 2.31 -3.86 1.85
O -2.12 0.72 3.83
H -1.78 1.21 3.03
H -1.65 -0.08 3.87
*
```

Values from the calculation:
ΔE to the lowest compared entry with this formula, charge and spin   112.3 kcal per mole
HOMO   -8.57 eV
Maximum force   0.078 Eh/bohr
Total energy   -1819.08006 hartree
Kohn-Sham gap   4.733 eV

Results of the natural (NBO) charge analysis, in e, for atoms 1 through 8: atom 1 (Sn): 1.5927, atom 2 (O): -1.0008, atom 3 (C): -0.0846, atom 4 (C): -0.1262, atom 5 (O): -0.9811, atom 6 (H): 0.1412, atom 7 (H): 0.1522, atom 8 (H): 0.1563

***

(7)
DFT (ωB97M-V with the def2-TZVPD basis set) results for an isolated ion of composition C6H15N2 and charge -1.

Structure (ORCA input):
```
! RIJCOSX wB97M-V def2-TZVPD def2/J DEFGRID3
* xyz -1 1
C 3.33 -0.47 0.03
N 2.50 0.46 -0.64
C 1.80 1.29 0.28
C 0.32 1.46 -0.12
C -0.43 0.14 -0.04
C -1.83 0.18 -0.64
C -2.59 -1.14 -0.55
N -2.95 -1.51 0.84
H 4.18 -0.03 0.62
H 3.81 -1.16 -0.69
H 2.81 -1.14 0.78
H 1.81 0.89 1.32
H 2.22 2.33 0.38
H -0.17 2.22 0.51
H 0.30 1.82 -1.15
H -0.49 -0.18 1.01
H 0.19 -0.60 -0.56
H -1.76 0.47 -1.70
H -2.43 0.97 -0.16
H -1.98 -1.93 -0.98
H -3.51 -1.08 -1.14
H -2.76 -0.73 1.45
H -2.36 -2.26 1.16
*
```

Values from the calculation:
HOMO   -1.17 eV
Maximum force   0.004 Eh/bohr
Total energy   -347.06848 hartree
Kohn-Sham gap   5.020 eV

Results of the natural (NBO) charge analysis, in e, for atoms 1 through 8: atom 1 (C): -0.3924, atom 2 (N): -0.8377, atom 3 (C): -0.2092, atom 4 (C): -0.3918, atom 5 (C): -0.4214, atom 6 (C): -0.4014, atom 7 (C): -0.2084, atom 8 (N): -0.8504

***

Question: Look up the total energy of the sixth one.
Answer: -1819.08006 hartree

***

Question: maximum force of number 2 (C14H34BiN3OPS4)?
Answer: 0.006 Eh/bohr